{"formula": "C37H32FeN7O2PSe", "method": "ωB97M-V/def2-TZVPD", "symbols": ["Fe", "C", "C", "C", "C", "N", "C", "N", "C", "N", "C", "N", "C", "C", "C", "C", "C", "N", "C", "C", "C", "C", "C", "C", "H", "H", "H", "H", "H", "H", "H", "H", "H", "H", "H", "H", "O", "C", "O", "C", "P", "C", "C", "C", "C", "C", "C", "C", "C", "C", "C", "C", "C", "H", "H", "H", "H", "H", "H", "H", "H", "H", "H", "H", "H", "C", "N", "C", "C", "N", "C", "C", "Se", "H", "H", "H", "H", "H", "H", "H", "H"], "coordinates": [[-1.176593, 0.514742, -0.508515], [-5.567111, 0.060950, -0.106944], [-6.046762, -0.945358, -0.947829], [-5.111481, -1.712223, -1.612308], [-3.747477, -1.481175, -1.474132], [-3.346839, -0.436274, -0.703330], [-4.188158, 0.270478, -0.016773], [-2.963457, -2.385320, -2.119705], [-1.731187, -2.228339, -2.237962], [-1.027900, -1.037903, -2.084694], [0.264832, -1.259865, -2.551118], [1.152943, -0.372445, -2.758980], [0.955781, 1.014815, -2.569547], [2.010167, 1.799343, -3.103752], [1.876185, 3.160050, -3.149956], [0.775813, 3.744195, -2.594569], [-0.159976, 2.960295, -1.933436], [-0.067176, 1.617719, -1.938191], [0.464493, -2.768037, -2.801306], [1.602945, -3.505626, -2.999448], [1.365408, -4.887206, -3.269787], [0.090021, -5.462596, -3.163919], [-1.013385, -4.671612, -2.822464], [-0.772323, -3.307739, -2.729060], [-6.219501, 0.712485, 0.485944], [-7.114935, -1.141555, -1.045421], [-5.400070, -2.532153, -2.315444], [-3.883982, 1.076885, 0.642596], [2.842758, 1.225631, -3.514624], [2.643712, 3.763593, -3.554050], [0.575629, 4.790779, -2.663691], [-0.999084, 3.433657, -1.412361], [2.640396, -3.104288, -2.965228], [2.234038, -5.523063, -3.386680], [-0.033719, -6.540958, -3.233713], [-1.970565, -5.066514, -2.455821], [-0.461152, -1.470647, 2.732288], [0.093038, -0.893568, 1.814316], [-0.369061, 0.207864, 1.284369], [1.384671, -1.482769, 1.283814], [2.407385, -0.298904, 0.352391], [3.058015, 0.707832, 1.774925], [3.967960, 0.167246, 2.696637], [4.378531, 0.936732, 3.778505], [3.940440, 2.227030, 3.907146], [3.142061, 2.795942, 2.942960], [2.655918, 2.031615, 1.884625], [3.837744, -1.396735, -0.203933], [4.493707, -1.126352, -1.404731], [5.478369, -2.003182, -1.882101], [5.783891, -3.178269, -1.227352], [5.078034, -3.500111, -0.097575], [4.103721, -2.640012, 0.393073], [1.069860, -2.253039, 0.518033], [1.939553, -1.983109, 2.108499], [4.315475, -0.860122, 2.605276], [5.071914, 0.462313, 4.498593], [4.305644, 2.825284, 4.751208], [2.822257, 3.811515, 3.036127], [2.044203, 2.473438, 1.100207], [4.206839, -0.284515, -1.986471], [5.992479, -1.677450, -2.789335], [6.531644, -3.886636, -1.588369], [5.188279, -4.439025, 0.437654], [3.606724, -3.006324, 1.250595], [-4.095627, 5.365878, 1.996727], [-4.143084, 3.963111, 2.329252], [-5.152429, 3.308960, 3.047459], [-4.703060, 2.049364, 3.302836], [-3.457901, 1.963998, 2.791333], [-2.494189, 0.865622, 2.989207], [-3.117880, 3.098023, 2.125129], [-1.625562, 3.463613, 1.131811], [-5.045970, 5.865620, 2.198003], [-3.808134, 5.451336, 0.938024], [-3.330402, 5.836651, 2.580408], [-6.088000, 3.770173, 3.260415], [-5.124496, 1.229756, 3.809195], [-2.658099, 0.423432, 3.970632], [-1.491523, 1.203824, 2.889382], [-2.685223, 0.099227, 2.285034]], "forces_ev_per_angstrom": [[-0.087, -1.101, -0.130], [-0.154, 0.344, 0.370], [0.234, 0.244, 0.345], [-1.052, -0.871, -0.926], [-1.132, 0.924, 0.332], [3.043, -0.674, -0.552], [-3.012, 0.488, 0.396], [-1.463, -0.935, 0.721], [3.498, 1.014, -1.017], [0.794, -0.661, 0.204], [-1.189, -0.807, 0.759], [0.581, 1.182, 0.084], [0.970, -0.461, -0.490], [-0.568, -1.029, -0.091], [0.613, -0.770, 0.094], [-1.729, 0.091, 0.834], [0.639, 0.295, -0.737], [-0.446, -0.302, 0.628], [0.986, 2.754, -0.100], [0.465, -1.496, -0.776], [0.294, 0.823, 0.796], [-0.032, 0.230, 0.289], [0.250, 0.196, 0.338], [-2.318, -0.498, 0.980], [0.131, -0.386, -0.313], [0.300, 0.088, -0.040], [0.213, 0.790, 0.877], [0.549, -0.121, -0.312], [-0.195, 0.443, 0.075], [0.687, 0.514, -0.550], [0.176, 0.556, 0.081], [0.275, -0.443, -0.241], [-1.034, -0.189, -0.072], [-0.097, -0.106, -0.229], [0.146, 0.180, -0.087], [0.363, 0.037, -0.707], [-0.135, 0.033, 0.129], [-0.302, -0.042, 0.559], [0.119, -0.258, -1.351], [0.168, -1.070, -0.616], [0.694, 0.611, -0.393], [0.560, -0.949, -0.522], [-0.573, 0.301, 0.114], [0.764, -1.620, 0.071], [0.651, 0.973, 0.803], [-0.790, -0.238, -0.313], [0.484, 0.072, -0.049], [-0.953, -0.500, 0.430], [0.390, -0.975, 0.658], [-0.123, 1.149, -0.553], [0.559, -0.464, -0.394], [-0.846, -0.102, 0.685], [0.804, 0.445, -0.590], [0.337, 0.458, 0.808], [-0.594, 0.241, -0.521], [-0.060, 0.181, -0.087], [-0.489, 0.557, -0.331], [-0.273, -0.175, -0.350], [-0.056, 0.527, 0.051], [-0.083, -0.082, 0.266], [-0.052, 0.711, -0.310], [-0.037, -0.441, 0.179], [-0.112, 0.396, -0.110], [0.316, 0.031, -0.244], [-0.717, 0.094, 0.839], [-0.151, 0.022, -0.911], [-0.804, -0.962, 0.609], [0.669, -0.300, -0.325], [-0.450, 1.480, -0.038], [2.038, -0.092, -0.745], [-1.403, 0.090, 0.937], [-0.574, 0.274, 0.635], [0.323, -0.318, -0.271], [0.044, -0.347, -0.096], [-0.226, 0.147, 0.342], [0.474, 0.323, 0.325], [-0.294, 0.232, 0.133], [-0.552, -0.609, 0.509], [0.005, 0.185, 0.108], [0.519, 0.405, -0.113], [0.028, -0.736, -0.785]], "mulliken_spin": [3.82, 0.00, 0.00, 0.00, -0.01, 0.03, -0.03, 0.01, 0.00, 0.06, -0.01, 0.01, 0.00, 0.00, 0.00, 0.00, 0.01, 0.02, -0.01, 0.00, 0.00, 0.00, 0.00, 0.00, 0.00, 0.00, 0.00, 0.02, 0.00, 0.00, 0.00, 0.00, 0.00, 0.00, 0.00, 0.00, 0.01, 0.00, 0.03, 0.01, 0.00, 0.00, 0.00, 0.00, 0.00, 0.00, 0.00, 0.00, 0.00, 0.00, 0.00, 0.00, 0.00, 0.00, 0.00, 0.00, 0.00, 0.00, 0.00, 0.00, 0.00, 0.00, 0.00, 0.00, 0.00, 0.00, 0.00, 0.00, 0.00, 0.00, 0.00, 0.00, 0.01, 0.00, 0.00, 0.00, 0.00, 0.00, 0.00, 0.00, 0.01], "charge": 0, "e_above_lowest_ev": 0.000, "homo_ev": [-7.8, -7.9], "multiplicity": 5, "energy_ev": -162438.0313, "max_force_ev_per_a": 3.8, "lumo_ev": [-0.2046, -0.2346]}

***

{"formula": "C2H3Cl", "method": "ωB97M-V/def2-TZVPD", "symbols": ["C", "C", "Cl", "H", "H", "H"], "coordinates": [[-0.345708, 0.440885, 0.040842], [1.309315, -0.637801, 0.085179], [2.792335, 0.073651, 0.152710], [-1.232409, -0.133704, 0.086709], [-0.166321, 1.471304, 0.231709], [1.158923, -1.686308, -0.061829]], "forces_ev_per_angstrom": [[6.019, -3.441, 0.004], [-6.220, 3.272, -0.060], [0.691, 0.321, -0.009], [-0.612, -0.312, 0.046], [-0.081, 0.489, 0.092], [0.203, -0.329, -0.074]], "mulliken_charge": [-0.63, -0.26, -0.12, 0.31, 0.33, 0.37], "charge": 0, "e_above_lowest_ev": 4.490, "homo_ev": [-9.1, -8.3], "multiplicity": 1, "energy_ev": -14639.8206, "max_force_ev_per_a": 7.0, "lumo_ev": [0.3927, 0.1712]}

***

{"formula": "C19H24N2O4S2", "method": "ωB97M-V/def2-TZVPD", "symbols": ["C", "H", "H", "H", "C", "N", "S", "O", "O", "C", "C", "C", "C", "C", "C", "H", "N", "C", "O", "C", "H", "H", "S", "C", "C", "C", "C", "C", "C", "H", "H", "H", "H", "H", "H", "O", "C", "H", "H", "H", "H", "H", "C", "C", "H", "H", "H", "H", "H", "H", "H"], "coordinates": [[5.459888, 0.377519, -0.814990], [5.880661, -0.402771, -0.187705], [6.091418, 1.260101, -0.753898], [5.447285, 0.029105, -1.844629], [4.051779, 0.716172, -0.335755], [3.201811, -0.448986, -0.312518], [2.156073, -0.591583, 0.963403], [2.844546, -0.145738, 2.141063], [1.615265, -1.917183, 0.949746], [0.831261, 0.569952, 0.627047], [0.932632, 1.866493, 1.083007], [-0.099095, 2.762906, 0.844748], [-1.225817, 2.356743, 0.144584], [-1.309445, 1.032181, -0.334154], [-0.275100, 0.145228, -0.082978], [-0.346175, -0.881993, -0.397523], [-2.489658, 0.654209, -0.970699], [-2.723237, -0.510618, -1.636511], [-1.862638, -1.245001, -2.061068], [-4.200540, -0.823372, -1.772268], [-4.331272, -1.795851, -2.245489], [-4.729831, -0.062462, -2.344902], [-4.971863, -0.822406, -0.104391], [-3.581844, -1.414463, 0.854162], [-3.118877, -0.638748, 1.905837], [-1.991943, -1.037365, 2.602703], [-1.328912, -2.200377, 2.247822], [-1.812926, -2.981081, 1.211290], [-2.946349, -2.598552, 0.516039], [-3.320908, -3.206125, -0.293675], [-1.297769, -3.887419, 0.934490], [-0.427251, -2.491033, 2.762086], [-1.621019, -0.427224, 3.412651], [-3.636866, 0.273338, 2.163361], [-3.277872, 1.258967, -0.773777], [-2.313441, 3.138816, -0.115167], [-2.334398, 4.454024, 0.391341], [-3.295644, 4.867382, 0.090430], [-1.530563, 5.060180, -0.036077], [-2.260338, 4.463172, 1.482583], [-0.017621, 3.770672, 1.218602], [1.801601, 2.159717, 1.648705], [2.745412, -1.010077, -1.570178], [3.199377, -2.457844, -1.712220], [2.795454, -3.035285, -0.886240], [4.284049, -2.520443, -1.687654], [2.837502, -2.871341, -2.650159], [3.138436, -0.401269, -2.388745], [1.652754, -0.967469, -1.611220], [4.095137, 1.069790, 0.694930], [3.616860, 1.507437, -0.966029]], "forces_ev_per_angstrom": [[-0.320, 0.038, 0.102], [0.084, -0.084, 0.055], [0.083, 0.076, -0.050], [0.064, -0.042, -0.131], [0.394, 0.454, 0.106], [-0.553, -0.243, 0.916], [0.150, 0.373, 0.015], [-0.012, 0.262, -0.141], [-0.185, -0.026, -0.403], [0.479, -0.361, 0.186], [0.139, 0.025, 0.096], [-0.147, 0.069, -0.056], [0.070, -0.223, -0.059], [0.239, 0.143, 0.012], [-0.184, -0.054, -0.101], [-0.107, -0.067, -0.045], [-0.041, 0.564, -0.046], [-0.284, 0.191, -0.328], [0.164, -0.174, -0.045], [-0.196, -0.242, 0.368], [0.158, 0.156, -0.042], [0.026, 0.016, -0.069], [0.000, -0.112, -0.002], [-0.494, 0.097, -0.194], [-0.011, -0.059, 0.041], [-0.009, -0.006, 0.138], [-0.007, -0.024, 0.040], [0.059, -0.071, 0.016], [0.039, -0.053, 0.117], [-0.024, -0.038, -0.082], [0.075, -0.100, -0.032], [0.095, -0.027, 0.059], [0.052, 0.057, 0.080], [-0.001, 0.129, -0.011], [0.032, -0.245, -0.005], [0.151, -0.470, -0.090], [-0.046, 0.251, 0.079], [0.090, 0.020, 0.050], [-0.015, -0.041, 0.019], [0.012, -0.012, -0.039], [-0.026, 0.094, 0.029], [0.077, 0.116, 0.098], [-0.130, -0.570, -0.267], [-0.135, 0.202, -0.095], [0.007, -0.107, 0.004], [0.125, -0.023, -0.014], [-0.012, -0.109, -0.114], [-0.076, 0.062, 0.112], [0.039, 0.067, -0.215], [0.111, 0.179, -0.155], [0.001, -0.059, 0.095]], "mulliken_charge": [-1.38, 0.33, 0.44, 0.31, -0.32, 0.33, 1.20, -0.77, -0.64, -0.48, -1.07, -0.58, 1.14, -0.58, 0.29, 0.50, 0.05, 0.29, -0.57, -0.88, 0.43, 0.47, -0.15, 0.66, -0.60, -0.52, -0.48, -0.48, -0.43, 0.40, 0.43, 0.39, 0.41, 0.39, 0.34, -0.48, -0.98, 0.27, 0.37, 0.39, 0.42, 0.57, -0.25, -1.31, 0.26, 0.33, 0.44, 0.51, -0.03, 0.38, 0.28], "charge": 0, "smiles": "CCN(CC)S(=O)(=O)c1ccc(OC)c(NC(=O)CSc2ccccc2)c1", "e_above_lowest_ev": 0.440, "homo_ev": -8.4, "multiplicity": 1, "energy_ev": -52933.1877, "max_force_ev_per_a": 1.1, "lumo_ev": 0.4618}

***

{"formula": "CH2ClNO2", "method": "ωB97M-V/def2-TZVPD", "symbols": ["C", "N", "O", "O", "Cl", "H", "H"], "coordinates": [[-0.852378, -0.471829, -0.926849], [0.292985, -0.338396, -0.546405], [-1.920961, -0.891733, -1.032533], [1.256058, 0.597577, -0.796657], [-0.337165, 0.961650, 2.641626], [1.887980, 0.270683, -1.449376], [-0.326519, -0.127954, 2.110193]], "forces_ev_per_angstrom": [[1.649, 3.141, -1.288], [2.542, -2.543, 1.731], [-4.191, -2.097, -0.113], [-0.363, 2.271, -0.112], [-0.032, 2.325, 1.154], [0.364, -0.785, -0.266], [0.030, -2.312, -1.106]], "mulliken_spin": [0.49, 0.76, 0.30, 0.47, 0.01, -0.03, 0.00], "charge": 0, "e_above_lowest_ev": 3.017, "homo_ev": [-6.4, -11.0], "multiplicity": 3, "energy_ev": -19169.9934, "max_force_ev_per_a": 4.7, "lumo_ev": [0.7855, -3.5616]}

***

{"formula": "C9H23FN4O5S", "method": "ωB97M-V/def2-TZVPD", "symbols": ["N", "C", "C", "O", "C", "N", "S", "O", "O", "F", "H", "H", "H", "H", "H", "H", "H", "H", "H", "C", "C", "O", "N", "C", "H", "H", "H", "H", "H", "H", "H", "C", "C", "O", "N", "C", "H", "H", "H", "H", "H", "H", "H"], "coordinates": [[0.791049, 4.055109, 2.040769], [1.362405, 3.139815, 1.069219], [1.143776, 1.645391, 1.331319], [1.373594, 1.422837, 2.725883], [-0.181068, 1.042831, 0.885882], [-1.353411, 1.369410, 1.707552], [-2.414148, 2.544642, 1.376066], [-2.541433, 3.411119, 2.494460], [-3.552755, 2.042677, 0.698036], [-1.624314, 3.348422, 0.267548], [-0.171713, 4.290418, 1.850066], [0.855681, 3.675391, 2.976076], [2.442647, 3.303171, 1.019478], [0.969540, 3.371807, 0.077147], [1.901372, 1.104820, 0.752925], [1.058408, 0.547643, 2.972985], [-0.071145, -0.045927, 0.907676], [-0.368117, 1.301950, -0.153667], [-1.152461, 1.411140, 2.701641], [2.737272, -1.575350, -0.899965], [2.146150, -0.642522, -1.932174], [1.275427, 0.165180, -1.641805], [2.611198, -0.731298, -3.202810], [3.628676, -1.619163, -3.723709], [2.249945, -1.380544, 0.051055], [2.574903, -2.619161, -1.171683], [3.810871, -1.416140, -0.792374], [2.175801, -0.080979, -3.838577], [4.468317, -1.055976, -4.133748], [3.225269, -2.260369, -4.508881], [4.007054, -2.256632, -2.930673], [-1.485786, -2.297483, -0.720078], [-1.906620, -2.544083, 0.707261], [-1.089137, -2.801899, 1.578666], [-3.227729, -2.440177, 0.997938], [-4.316970, -2.100584, 0.107311], [-0.405359, -2.398272, -0.767760], [-1.940271, -3.008844, -1.410721], [-1.759226, -1.289249, -1.035186], [-3.440729, -2.603065, 1.969679], [-4.811758, -1.182397, 0.427287], [-5.056627, -2.902065, 0.067579], [-3.938582, -1.941595, -0.897691]], "forces_ev_per_angstrom": [[0.006, 0.091, -0.023], [-0.063, -0.034, 0.044], [0.138, 0.001, 0.067], [-0.216, 0.095, 0.046], [-0.075, -0.368, -0.336], [0.061, 0.376, 0.507], [0.089, -0.098, -0.332], [-0.076, -0.091, 0.066], [-0.039, -0.015, -0.063], [-0.051, 0.003, 0.052], [0.028, -0.071, 0.042], [0.003, 0.025, -0.018], [-0.014, 0.000, 0.075], [0.059, 0.007, 0.020], [-0.067, 0.023, -0.072], [0.179, -0.129, -0.071], [-0.115, 0.013, 0.017], [-0.032, -0.022, 0.033], [0.120, 0.059, -0.062], [-0.018, 0.010, 0.005], [0.006, -0.031, -0.004], [-0.002, -0.006, 0.007], [-0.015, 0.014, -0.016], [0.005, 0.000, 0.006], [-0.006, -0.005, -0.005], [0.009, -0.001, 0.001], [0.000, -0.004, -0.002], [-0.001, 0.002, 0.010], [0.003, 0.002, 0.009], [-0.005, -0.005, 0.007], [0.007, -0.004, -0.011], [0.095, 0.043, -0.086], [-0.039, 0.130, 0.059], [0.036, 0.013, 0.011], [0.019, -0.093, 0.037], [-0.009, 0.033, -0.003], [-0.007, 0.014, 0.000], [-0.050, 0.007, 0.028], [0.012, -0.008, -0.035], [0.007, 0.024, 0.000], [0.018, 0.011, -0.008], [0.010, -0.008, -0.002], [-0.014, 0.001, -0.001]], "mulliken_charge": [-0.61, -1.09, 0.79, -0.66, -0.99, -0.03, 1.12, -0.57, -0.58, -0.25, 0.28, 0.29, 0.40, 0.32, 0.14, 0.36, -0.06, 0.65, 0.40, -1.44, 0.81, -0.54, -0.19, -0.90, 0.19, 0.48, 0.49, 0.25, 0.29, 0.29, 0.34, -1.19, 0.83, -0.69, -0.17, -0.80, 0.03, 0.51, 0.40, 0.23, 0.27, 0.30, 0.30], "charge": 0, "smiles": "NC[C@@H](O)CNS(=O)(=O)F.CNC(C)=O.CNC(C)=O", "e_above_lowest_ev": 0.000, "homo_ev": -8.9, "multiplicity": 1, "energy_ev": -39457.1794, "max_force_ev_per_a": 0.6, "lumo_ev": 0.4834}